C54H156F4MgN26O26S4 | ωB97M-V/def2-TZVPD

Cartesian coordinates (Å):
S (-0.218, 5.398, -0.085)
S (-0.996, -0.376, 0.272)
S (-3.081, 5.119, 0.390)
S (0.671, 0.527, -1.789)
Mg (-1.211, 3.809, -2.219)
F (1.937, 0.283, -0.881)
F (-2.223, -1.262, 0.034)
F (-0.067, 6.996, -0.356)
F (-3.562, 3.670, -0.109)
O (-2.949, 4.329, -3.395)
O (0.546, 4.743, -1.199)
O (-2.776, 4.963, 1.787)
O (-1.480, 0.909, 0.629)
O (-7.347, -3.193, 1.158)
O (5.937, -0.753, 3.611)
O (-2.778, 1.166, 7.068)
O (-0.318, 0.657, -6.288)
O (-1.726, -5.846, -3.478)
O (0.476, 1.936, -1.637)
O (0.016, 5.335, 1.338)
O (0.276, 3.841, -3.677)
O (7.205, 1.570, -6.356)
O (-6.296, -1.155, -2.001)
O (2.482, 7.212, 4.671)
O (-2.645, -5.218, 6.512)
O (-4.140, 5.943, -0.087)
O (2.445, 0.850, 5.212)
O (0.722, -9.226, -3.830)
O (-5.747, 0.926, 2.522)
O (1.094, 0.013, -3.046)
O (1.577, -5.644, 1.576)
O (4.024, 3.955, 2.000)
O (4.336, -2.221, -4.434)
O (4.914, 1.184, -1.529)
O (-0.159, -1.069, 1.243)
N (-2.499, 1.914, -2.384)
N (3.637, 0.643, -6.377)
N (-5.511, -3.457, 2.496)
N (-5.080, 0.976, -0.235)
N (-1.752, -3.854, -2.354)
N (-1.584, 4.465, 8.213)
N (-1.775, 5.200, -0.597)
N (2.433, 3.263, -3.656)
N (8.402, 0.228, -1.980)
N (0.975, 4.924, 5.363)
N (5.457, 5.390, 0.012)
N (-0.566, -1.500, -5.580)
N (-3.217, -5.631, -1.829)
N (-0.523, -0.543, -1.390)
N (0.535, -6.519, -1.357)
N (-8.566, -1.273, -3.703)
N (-1.199, -0.923, -7.619)
N (1.342, -4.390, -4.124)
N (-0.103, -4.453, 0.640)
N (0.651, 2.045, 4.540)
N (3.562, -3.497, 4.007)
N (1.219, 2.760, -5.448)
N (-2.630, -4.813, 2.935)
N (0.870, -3.818, 2.616)
N (1.030, -0.055, 3.817)
N (-6.537, -5.242, 1.702)
C (1.084, 7.264, 4.444)
C (4.654, -2.787, 3.315)
C (-2.517, 3.431, 7.810)
C (-2.314, -3.021, 4.588)
C (4.571, -2.933, 1.788)
C (2.547, -7.314, -2.657)
C (0.642, 5.855, 4.230)
C (-3.185, 3.948, 6.514)
C (-3.193, -5.343, 5.221)
C (-6.316, 0.831, 3.814)
C (-6.928, 2.607, -0.548)
C (0.999, -7.241, -2.533)
C (-5.962, 1.954, 0.400)
C (4.069, 5.324, 2.059)
C (2.246, -3.301, -3.874)
C (3.280, 8.370, 4.677)
C (6.333, 1.312, -1.627)
C (4.936, 1.140, -6.920)
C (-6.568, -3.887, 1.745)
C (-5.453, -2.161, -1.570)
C (-6.638, 1.417, 1.592)
C (-3.060, 5.631, -3.920)
C (0.364, -8.607, -2.597)
C (5.941, 1.360, -5.807)
C (-3.095, -5.947, 7.583)
C (-2.366, 0.234, 6.124)
C (-1.760, 2.075, 7.443)
C (-3.331, 2.085, -3.637)
C (2.505, -2.985, -2.446)
C (1.246, 3.309, -4.240)
C (-0.900, 5.865, 4.084)
C (4.391, 2.138, -0.690)
C (4.580, 2.478, -7.679)
C (1.448, 0.959, 4.538)
C (-8.658, -0.743, -2.325)
C (-4.146, 0.786, -3.778)
C (6.011, 0.635, 3.434)
C (5.328, 5.819, 1.410)
C (-10.087, -0.991, -1.811)
C (-0.658, -0.510, -6.486)
C (-2.269, -4.572, 4.366)
C (-7.594, -1.398, -1.442)
C (0.075, -10.494, -3.896)
C (5.720, -2.569, -4.817)
C (4.656, -1.342, 3.822)
C (2.908, 3.395, 2.721)
C (6.979, -0.006, -2.080)
C (0.843, -4.688, 1.590)
C (6.537, -1.217, -1.247)
C (5.642, 7.331, 1.471)
C (-2.194, -5.130, -2.602)
C (8.249, 1.522, -5.369)
C (3.544, -3.312, -4.757)
C (-4.009, 3.386, -3.577)
H (1.772, -5.110, -4.681)
H (-5.667, -3.085, -2.100)
H (-0.450, -3.506, 0.644)
H (6.902, -1.143, -0.211)
H (-4.805, 0.752, -4.628)
H (-4.224, -4.883, 5.248)
H (8.292, 0.516, -4.906)
H (0.261, 2.600, -5.774)
H (1.127, -6.767, -0.565)
H (-4.435, -1.890, -1.803)
H (4.803, -3.960, 1.447)
H (-3.195, -0.456, 6.051)
H (-3.247, 5.605, -4.998)
H (-1.391, 4.907, 3.890)
H (-7.565, -1.122, -3.987)
H (3.219, -3.176, -5.811)
H (1.943, 3.641, 2.238)
H (-3.346, -6.986, 7.404)
H (-3.720, -4.976, -1.269)
H (-4.537, 3.568, -4.525)
H (3.312, 1.962, -0.504)
H (3.116, -3.733, -1.958)
H (0.536, 7.713, 5.270)
H (-1.143, 6.534, 3.261)
H (0.802, 7.791, 3.545)
H (3.977, -4.333, -4.653)
H (4.466, 3.090, -1.219)
H (-1.546, -2.513, 4.026)
H (3.087, 2.601, -3.977)
H (-2.329, 0.719, 5.126)
H (5.745, 7.686, 2.514)
H (-7.579, 1.921, -1.088)
H (-3.932, -5.519, 8.090)
H (-4.671, -4.060, 2.653)
H (-1.669, -1.777, -7.541)
H (3.686, -3.529, 5.001)
H (-1.939, 1.092, -2.571)
H (7.047, 0.876, 3.688)
H (2.983, -2.001, -2.354)
H (-7.247, 2.151, 2.134)
H (5.973, -3.542, -4.400)
H (0.896, 2.927, 4.961)
H (8.844, -0.039, -1.135)
H (-1.075, 2.257, 6.629)
H (-7.522, 3.309, 0.004)
H (4.953, 7.974, 0.946)
H (-4.705, 0.352, 0.487)
H (8.085, 2.311, -4.636)
H (-5.649, 0.387, -0.877)
H (-2.070, 5.379, 8.203)
H (-1.239, 4.338, 9.170)
H (-10.477, -1.970, -2.104)
H (3.541, -2.652, 1.516)
H (4.362, -1.272, 4.851)
H (-1.194, -3.533, -3.128)
H (-4.828, 0.638, -2.887)
H (-4.694, 3.507, -2.738)
H (2.911, -6.302, -2.873)
H (-7.309, 0.606, 1.260)
H (-0.043, -4.971, -0.240)
H (0.330, -11.097, -3.019)
H (-1.022, -10.366, -3.873)
H (-2.320, -3.202, -1.899)
H (-3.210, -6.440, 4.909)
H (0.539, -9.360, -1.778)
H (5.862, 0.888, 2.365)
H (5.490, 3.027, -7.968)
H (2.350, 3.275, -2.638)
H (6.920, -2.167, -1.593)
H (5.460, 0.432, -7.606)
H (-2.461, 4.191, 5.715)
H (5.172, -2.175, 1.280)
H (-0.085, 2.098, 3.870)
H (5.833, 0.495, -5.161)
H (-6.847, 1.760, 4.143)
H (-7.639, -0.964, -0.410)
H (-8.526, 0.360, -2.272)
H (-2.239, 6.273, -3.608)
H (4.907, 2.177, 0.244)
H (-2.535, 2.110, -4.391)
H (0.982, 5.431, 3.308)
H (-7.777, -2.462, -1.298)
H (3.895, -0.742, 3.267)
H (-5.458, 0.694, 4.445)
H (2.951, 3.564, 3.823)
H (-0.399, -6.914, -1.172)
H (1.973, 5.038, 5.589)
H (-1.151, 1.787, 8.294)
H (-3.459, -0.097, -3.651)
H (-3.860, 4.782, 6.665)
H (0.252, 0.070, 3.163)
H (1.780, 1.904, -5.501)
H (5.344, 1.230, 4.025)
H (-5.446, -2.274, -0.450)
H (3.054, -7.598, -1.697)
H (1.189, -4.814, -3.226)
H (-2.540, -5.809, 2.812)
H (-1.455, 6.247, 4.942)
H (-5.367, 2.796, 0.753)
H (1.536, -2.873, -1.894)
H (6.688, 1.642, -0.696)
H (-3.253, 3.121, 8.603)
H (6.674, -0.259, -3.131)
H (3.733, -0.203, -5.770)
H (1.730, -0.744, 3.573)
H (1.754, -3.664, 3.116)
H (-1.424, -0.247, 6.343)
H (5.434, -1.057, -1.266)
H (-3.885, 3.177, 6.220)
H (0.376, -10.951, -4.816)
H (-3.190, 1.761, -1.654)
H (5.603, -3.276, 3.670)
H (5.783, -2.597, -5.902)
H (-1.322, -0.167, -8.287)
H (1.742, -2.307, -4.068)
H (-9.121, -0.677, -4.304)
H (4.324, 8.058, 4.719)
H (-2.224, -2.714, 5.622)
H (-10.087, -0.858, -0.687)
H (-7.000, -0.014, 3.964)
H (6.655, 2.166, -2.259)
H (-0.391, -2.402, -5.980)
H (-2.224, -6.016, 8.278)
H (0.678, -6.738, -3.420)
H (-3.929, 6.129, -3.534)
H (8.834, 1.105, -2.298)
H (-5.479, -2.462, 2.648)
H (-1.255, -4.939, 4.536)
H (-6.325, 3.161, -1.224)
H (3.652, -4.445, 3.669)
H (-6.049, -5.591, 2.531)
H (0.410, 5.132, 6.214)
H (6.638, 7.430, 1.029)
H (3.992, 2.200, -8.576)
H (5.024, 6.138, -0.559)
H (2.763, -8.055, -3.429)
H (3.207, 9.022, 3.800)
H (6.110, 5.264, 1.952)
H (-1.984, -4.364, 2.321)
H (0.606, -2.852, 2.340)
H (-3.718, -6.437, -2.184)
H (4.104, 5.663, 3.062)
H (2.966, 2.333, 2.447)
H (0.144, -1.233, -4.913)
H (-0.731, -8.404, -2.682)
H (-7.476, -5.603, 1.824)
H (-10.752, -0.233, -2.180)
H (3.023, 9.001, 5.527)
H (3.136, 5.826, 1.651)
H (6.418, -1.836, -4.421)
H (5.597, 2.261, -5.250)
H (4.115, 3.206, -7.048)
H (3.060, 0.540, -7.196)
H (5.062, 4.505, -0.119)
H (9.194, 1.757, -5.828)
H (-3.270, -2.608, 4.218)

As for the spin multiplicity: 1. The electronic energy is -210163.76922 eV. For the LUMO energy, the calculation gives 0.0031 Ha. Its frontier orbital gap is 0.3286 Ha.

Atomic partial charges in e from the Löwdin method, atoms 1 to 99: 0.688 0.520 0.575 0.482 0.777 -0.158 -0.163 -0.176 -0.192 -0.271 -0.320 -0.244 -0.263 0.049 -0.187 -0.197 0.009 0.014 -0.305 -0.249 -0.047 -0.171 -0.236 -0.197 -0.190 -0.246 0.025 -0.196 -0.172 -0.280 0.024 -0.182 -0.198 -0.181 -0.309 0.057 0.044 0.149 0.100 0.190 0.013 -0.336 0.221 0.032 0.045 0.057 0.178 0.159 -0.258 0.055 0.034 0.173 0.080 0.164 0.177 0.027 0.193 0.048 0.158 0.178 0.132 -0.199 -0.412 -0.408 -0.034 -0.037 -0.030 -0.396 -0.058 -0.219 -0.094 -0.025 -0.448 -0.450 -0.262 -0.457 -0.108 -0.184 -0.401 -0.727 -0.134 -0.254 -0.055 -0.218 -0.254 -0.135 -0.130 -0.184 -0.366 -0.068 -0.659 -0.080 -0.138 -0.050 -0.762 -0.436 -0.022 -0.104 -0.426

C14H34Br6O12S4 | ωB97M-V/def2-TZVPD

Cartesian coordinates (Å):
Br (-5.461, -4.331, -0.149)
Br (1.794, -8.753, -1.643)
Br (3.367, -11.061, -0.014)
Br (4.920, -9.295, -2.184)
Br (-5.379, -3.077, 2.822)
Br (-4.145, -1.512, 0.353)
S (-1.800, 3.368, -0.559)
S (2.759, 2.987, -1.617)
S (0.706, -2.107, 0.609)
S (0.725, 3.456, 4.099)
O (-0.908, 4.459, -0.453)
O (-0.463, 2.356, 3.931)
O (0.306, -3.539, -0.042)
O (1.507, 3.147, 5.255)
O (3.160, 1.469, -1.512)
O (1.699, 3.101, -2.567)
O (-1.261, 2.046, -0.532)
O (3.949, 3.763, -1.714)
O (0.277, -2.072, 1.964)
O (1.354, 3.885, 2.889)
O (-2.676, 3.540, -1.865)
O (2.054, -1.861, 0.260)
C (0.764, -5.455, -1.367)
C (-4.484, -3.271, 1.162)
C (-4.321, 1.789, -2.090)
C (2.015, 3.201, -0.005)
C (-3.053, 3.558, 0.703)
C (3.461, -9.351, -0.890)
C (1.211, -4.054, -1.069)
C (-0.345, -1.082, -0.403)
C (4.156, 0.808, -3.655)
C (-1.690, 0.711, 2.694)
C (-0.349, 4.799, 4.666)
C (-0.336, 1.395, 2.878)
C (4.356, 0.992, -2.159)
C (-3.047, 2.373, -2.625)
H (4.510, 1.708, -4.171)
H (1.467, -5.860, -2.107)
H (-0.106, 1.831, 1.903)
H (1.368, 4.078, -0.066)
H (2.842, 3.515, 0.625)
H (-4.343, 1.505, -1.037)
H (3.110, 0.713, -3.948)
H (-1.681, -0.369, 2.572)
H (0.255, 5.673, 4.437)
H (4.685, -0.043, -4.082)
H (3.762, -8.559, -0.228)
H (-0.395, 4.648, 5.734)
H (-2.348, 0.948, 3.537)
H (-3.106, 2.683, -3.660)
H (-3.340, 4.600, 0.569)
H (0.444, 0.657, 3.078)
H (-2.568, 3.406, 1.660)
H (-2.282, 1.606, -2.531)
H (5.143, 1.697, -1.877)
H (0.843, -6.122, -0.514)
H (-5.151, 2.511, -2.100)
H (-2.233, 1.103, 1.829)
H (2.264, -3.970, -0.816)
H (-3.889, 2.903, 0.509)
H (4.671, 0.057, -1.702)
H (0.133, -1.123, -1.384)
H (-0.184, -5.581, -1.889)
H (1.070, -3.475, -1.996)
H (-0.296, -0.021, -0.157)
H (-1.279, 4.715, 4.124)
H (-4.660, 0.969, -2.723)
H (1.372, 2.384, 0.274)
H (-1.366, -1.429, -0.392)
H (-3.537, -3.746, 1.357)

As for the spin multiplicity: 1. Its energy above the lowest of the compared OMol25 structures with the same formula, charge and spin is 0.0 kcal per mole. The electronic energy is -503231.80790 eV. For the LUMO energy, the calculation gives -0.0133 Ha. Its frontier orbital gap is 0.3740 Ha.

The net atomic charges from Löwdin, expressed in e, are: 0.557 0.626 0.585 0.547 0.607 0.559 0.563 0.565 0.570 0.610 -0.242 -0.254 -0.262 -0.276 -0.264 -0.280 -0.292 -0.271 -0.268 -0.268 -0.231 -0.271 -0.121 -1.597 -0.079 -0.122 -0.090 -1.627 -0.256 -0.113 -0.067 -0.063 -0.097 -0.251 -0.244 -0.237 0.081 0.049 0.085 0.053 0.069 0.044 0.079 0.058 0.069 0.072 -0.040 0.063 0.088 0.129 0.078 0.126 0.060 0.109 0.111 0.052 0.090 0.039 0.115 0.057 0.118 0.076 0.084 0.124 0.044 0.056 0.088 0.045 0.009 -0.027

C4H10NS2 | ωB97M-V/def2-TZVPD

Cartesian coordinates (Å):
S (-2.228, 1.258, -0.620)
S (-0.303, 3.188, -1.138)
N (0.020, -1.210, -0.580)
C (1.490, 0.024, 1.048)
C (0.855, -0.267, -0.311)
C (-0.642, -2.069, 0.411)
C (-0.591, 1.664, -0.589)
H (-3.069, 2.359, -0.740)
H (2.279, 0.592, 0.851)
H (0.937, 3.231, -1.063)
H (1.542, 0.091, -1.111)
H (-1.745, -1.920, 0.600)
H (-0.150, -1.423, -1.590)
H (-0.655, -3.102, 0.011)
H (-0.150, -2.121, 1.357)
H (0.766, 0.551, 1.772)
H (1.643, -0.845, 1.691)

As for the net charge: +1. As for the spin multiplicity: 1. Its energy above the lowest of the compared OMol25 structures with the same formula, charge and spin is 59.0 kcal per mole. The electronic energy is -27460.96914 eV. For the LUMO energy, the calculation gives -0.1489 Ha. Its frontier orbital gap is 0.3346 Ha.

The net atomic charges from Löwdin, expressed in e, are: 0.723 0.845 -0.016 -0.019 -0.170 -0.029 -0.988 -0.074 0.029 -0.170 0.152 0.112 0.192 0.108 0.076 0.133 0.094